The following is a DFT calculation (ωB97M-V/def2-TZVPD) of a 2-piece molecular cluster, CH3NO3P overall.

The geometry in ORCA input format:
```
! wB97M-V def2-TZVPD RIJCOSX def2/J DEFGRID3
* xyz -1 1
C 1.6200 -0.6283 0.9808
N -1.6633 0.6763 0.2782
O -0.3379 -0.6747 -1.7235
O 2.7406 -0.0707 0.9752
O -2.1168 1.2538 -2.2288
P -1.0851 0.6555 -1.2612
H 0.9742 -0.5443 1.8790
H -1.1833 0.0966 0.8967
H 1.0517 -0.7643 0.2036
*
```

Values from the calculation:
lowest unoccupied orbital energy (alpha / beta) = 3.44 / 3.44 eV
E_HOMO (alpha / beta) = -4.925 / -4.926 eV



The following is a DFT calculation (ωB97M-V/def2-TZVPD) of CH3NO3S as an isolated structure.

The geometry in ORCA input format:
```
! wB97M-V def2-TZVPD RIJCOSX def2/J DEFGRID3
* xyz 0 1
C 0.3510 -0.4946 -1.1369
N 1.0498 -0.1599 -0.1644
O -0.9466 -0.7411 -1.3067
O 0.1739 1.8981 0.8890
O -1.1764 -0.0800 1.2487
S 0.1475 0.5066 1.0731
H 0.9133 -0.5275 -2.1504
H -1.5967 -0.6164 -0.5403
H 1.0842 0.2148 2.0878
*
```

Values from the calculation:
lowest unoccupied orbital energy = 0.49 eV
E_HOMO = -11.075 eV



The following is a DFT calculation (ωB97M-V/def2-TZVPD) of one molecule with the formula CH3NO3S.

The geometry in ORCA input format:
```
! wB97M-V def2-TZVPD RIJCOSX def2/J DEFGRID3
* xyz 0 1
C 0.5293 -0.5402 -0.2710
N -0.9182 1.1222 -1.4304
O 0.9304 -2.3740 1.6133
O 1.0291 -0.0220 2.4223
O 0.2399 0.7924 -0.6403
S 0.5972 -0.9766 1.4619
H 0.0238 -1.2692 -0.8336
H -0.7912 2.1692 -1.6400
H -1.6404 1.0982 -0.6822
*
```

Values from the calculation:
lowest unoccupied orbital energy (alpha / beta) = -1.10 / -1.10 eV
E_HOMO (alpha / beta) = -9.427 / -9.429 eV
SMILES string = NOC=S(=O)=O



The following is a DFT calculation (ωB97M-V/def2-TZVPD) of one molecule with the formula CH3NO3S.

The geometry in ORCA input format:
```
! wB97M-V def2-TZVPD RIJCOSX def2/J DEFGRID3
* xyz 0 1
C 0.2581 -0.0503 0.4388
N -1.2487 -0.0332 0.1693
O -1.8724 0.7075 0.8676
O -1.6211 -0.7344 -0.7049
O 0.8230 -1.1806 -0.1203
S 0.8527 1.5843 -0.2598
H 0.5572 -0.1277 1.5670
H 0.4958 -1.0570 -1.0702
H 1.7554 0.8915 -0.8874
*
```

Values from the calculation:
lowest unoccupied orbital energy = -0.01 eV
E_HOMO = -10.261 eV
SMILES string = O=[N+]([O-])[C@@H](O)S



The following is a DFT calculation (ωB97M-V/def2-TZVPD) of one molecule with the formula CH3NO3S.

The geometry in ORCA input format:
```
! wB97M-V def2-TZVPD RIJCOSX def2/J DEFGRID3
* xyz 0 1
C -1.0035 0.1696 -0.9842
N -0.3575 0.6415 0.0971
O -1.4158 -0.9676 -1.1317
O 2.0206 -0.0719 0.1636
O 0.7879 -0.2390 2.2478
S 0.7864 -0.3954 0.8412
H -1.1846 0.8345 -1.7684
H 0.0434 1.6060 -0.0001
H 0.3231 -1.5779 0.5346
*
```

Values from the calculation:
lowest unoccupied orbital energy = 0.46 eV
E_HOMO = -11.037 eV
SMILES string = O=CN[SH](=O)=O



The following is a DFT calculation (ωB97M-V/def2-TZVPD) of a 2-piece molecular cluster, CH3NO3S overall.

The geometry in ORCA input format:
```
! wB97M-V def2-TZVPD RIJCOSX def2/J DEFGRID3
* xyz 0 1
C -2.4702 -0.5482 0.2793
N 0.3928 -0.4231 -0.6327
O -2.1560 0.4593 0.7327
O 0.9366 0.0500 0.5624
O -2.6668 -1.5334 -0.2463
S 2.7508 0.9385 0.2450
H 0.8585 -1.2935 -0.9059
H 0.2417 0.7103 0.7094
H 2.1126 1.6402 -0.7439
*
```

Values from the calculation:
lowest unoccupied orbital energy (alpha / beta) = -0.58 / -0.91 eV
E_HOMO (alpha / beta) = -9.155 / -8.259 eV